No. 1
{
  "formula": "C4H33NO12",
  "method": "ωB97M-V with the def2-TZVPD basis set",
  "symbols": ["N", "C", "C", "C", "C", "H", "H", "H", "H", "H", "H", "H", "H", "H", "H", "H", "O", "H", "H", "O", "H", "H", "O", "H", "H", "O", "H", "H", "O", "H", "H", "O", "H", "H", "O", "H", "H", "O", "H", "H", "O", "H", "H", "O", "H", "H", "O", "H", "H", "O"],
  "xyz": [[-0.76954, -1.65418, -0.81118], [-0.30208, -0.95429, -2.02922], [0.60552, 0.20482, -1.56630], [0.37605, 0.35023, -0.06063], [-0.72860, -0.64555, 0.28188], [-0.12640, -2.40069, -0.56413], [0.21109, -1.66261, -2.69395], [-1.16857, -0.59232, -2.57235], [1.66144, 0.02894, -1.79563], [0.34427, 1.14223, -2.07575], [1.29989, 0.12531, 0.50654], [0.11687, 1.35818, 0.21936], [-0.57689, -1.17449, 1.22705], [-1.72081, -0.18347, 0.32604], [0.51565, -0.11825, 2.91721], [-0.15900, 0.56827, 4.12755], [-0.27987, 0.42180, 3.17411], [1.50196, -4.04778, 1.27731], [2.01702, -2.97786, 0.25126], [1.25867, -3.22701, 0.84358], [1.78141, 2.62814, -0.76773], [2.97290, 2.57117, -1.75491], [2.71318, 2.32202, -0.85858], [-4.23864, 1.11299, 1.60441], [-2.92527, 1.88283, 1.23756], [-3.75388, 1.47887, 0.86151], [-3.66488, 0.80051, -0.68924], [-3.00281, -0.40087, -1.39424], [-3.44409, 0.44074, -1.58758], [-2.03798, 2.53773, -3.28983], [-2.40801, 1.69070, -2.03451], [-1.80756, 2.41053, -2.36957], [-0.95992, 1.76338, 2.29231], [-0.87145, 2.78177, 1.12270], [-1.46126, 2.49252, 1.84380], [3.22168, 0.90882, -0.08316], [4.42537, 0.40217, 0.75227], [3.60050, 0.10262, 0.35978], [-0.91196, -4.08970, 0.50650], [-2.07774, -3.51590, -0.31041], [-1.76823, -4.32125, 0.11718], [3.47916, -1.44644, -0.35037], [3.13154, -2.30854, -1.59540], [3.30842, -2.36969, -0.65396], [2.43883, -0.71068, 1.96556], [1.51201, -1.92498, 1.93649], [1.76473, -1.15744, 2.50884], [0.07478, 4.30720, -0.80443], [-0.47831, 2.92645, -1.33689], [0.18629, 3.35400, -0.74542]],
  "forces_ev_per_angstrom": [[0.2, 0.4, 0.0], [0.2, -0.5, 0.3], [0.0, 0.4, -0.5], [0.6, -0.4, 0.5], [-0.5, -0.8, -0.2], [0.0, 0.2, -0.2], [-0.1, 0.1, 0.2], [-0.1, 0.2, -0.1], [-0.2, -0.2, 0.0], [0.0, -0.4, -0.1], [-0.7, 0.0, -0.4], [-0.1, 0.1, 0.0], [-0.1, 0.2, -0.1], [0.3, 0.2, 0.2], [-0.4, 0.1, 0.0], [-0.2, 0.0, -0.5], [0.4, 0.0, 0.7], [0.1, -0.2, 0.0], [-0.1, -0.2, 0.1], [0.0, 0.0, -0.2], [0.2, 0.1, 0.0], [0.0, -0.1, 0.2], [0.0, 0.2, -0.1], [0.0, 0.0, 0.0], [-0.3, -0.2, -0.1], [0.2, 0.2, 0.1], [0.0, -0.2, -0.2], [-0.1, 0.1, -0.1], [0.1, -0.1, 0.4], [0.0, 0.0, -0.1], [0.1, 0.1, -0.3], [0.0, -0.1, 0.4], [-0.3, 0.3, -0.1], [-0.3, 0.1, 0.3], [0.6, -0.1, -0.2], [0.1, -0.2, 0.0], [0.1, 0.0, 0.0], [0.0, 0.3, 0.1], [-0.3, 0.1, -0.2], [0.2, 0.2, 0.0], [0.1, -0.3, 0.3], [0.0, -0.2, -0.1], [0.0, 0.0, -0.1], [0.0, 0.1, 0.1], [-0.1, 0.0, 0.3], [0.0, 0.3, 0.5], [0.5, -0.2, -0.5], [-0.1, 0.0, -0.1], [-0.1, 0.5, -0.1], [0.0, -0.1, 0.2]],
  "nbo_charge": [-0.67, -0.23, -0.44, -0.45, -0.25, 0.38, 0.19, 0.19, 0.20, 0.22, 0.21, 0.22, 0.22, 0.19, 0.51, 0.48, -1.00, 0.49, 0.52, -1.00, 0.52, 0.48, -0.99, 0.48, 0.52, -1.00, 0.52, 0.48, -0.99, 0.48, 0.52, -1.01, 0.51, 0.49, -0.99, 0.53, 0.49, -1.01, 0.47, 0.49, -0.96, 0.51, 0.48, -0.98, 0.49, 0.50, -0.99, 0.49, 0.53, -1.01],
  "total_charge": 0,
  "orbital_gap_ha": 0.3372
}



No. 2
{
  "formula": "C22H38F4N2O3SSiV",
  "method": "ωB97M-V with the def2-TZVPD basis set",
  "symbols": ["V", "C", "N", "C", "C", "C", "N", "C", "C", "F", "C", "F", "C", "C", "F", "C", "F", "H", "H", "H", "H", "H", "H", "H", "H", "H", "H", "H", "C", "C", "C", "C", "O", "Si", "S", "O", "C", "C", "C", "C", "O", "C", "C", "C", "C", "H", "H", "H", "H", "H", "H", "H", "H", "H", "H", "H", "H", "H", "H", "H", "H", "H", "H", "H", "H", "H", "H", "H", "H", "H", "H", "H"],
  "xyz": [[-0.22159, -0.00722, -0.00295], [-1.02590, 2.89880, -0.29027], [-1.11859, 1.57465, -0.97242], [-0.43341, 1.65073, -2.29927], [-2.55410, 1.21684, -1.15319], [-2.65690, -0.24025, -1.57101], [-1.48498, -0.92847, -1.01088], [-1.15303, -2.19088, -1.54466], [0.18204, -2.53195, -1.44722], [0.95773, -1.53008, -0.86821], [0.72170, -3.71961, -1.87167], [2.01369, -3.95430, -1.73575], [-0.13590, -4.64814, -2.44207], [-1.47956, -4.34066, -2.55438], [-2.31311, -5.21409, -3.08559], [-2.00566, -3.12793, -2.11269], [-3.30934, -2.89514, -2.21403], [-1.64111, 3.61157, -0.84163], [-1.38656, 2.80388, 0.73310], [0.01101, 3.21966, -0.27738], [-0.87327, 2.46750, -2.87492], [0.62417, 1.85669, -2.14718], [-0.56353, 0.71793, -2.84542], [-3.04969, 1.40057, -0.20188], [-3.00413, 1.87742, -1.89724], [-3.57029, -0.68460, -1.17122], [-2.68521, -0.36636, -2.65461], [0.23875, -5.60046, -2.79290], [-2.72107, 0.58100, 2.79588], [-1.73944, -0.55749, 2.73923], [-2.26509, -1.79926, 2.07357], [-1.06891, -0.83506, 4.05590], [-0.56854, -0.01982, 1.75721], [0.96563, 0.92466, 2.31154], [1.77870, 1.08131, 0.38821], [0.21745, 2.19256, 2.92573], [0.72736, 3.22681, 3.86607], [-0.18520, 4.41762, 3.66055], [2.16221, 3.54315, 3.48513], [0.61811, 2.66106, 5.26765], [1.74967, 0.03350, 3.35434], [2.78784, -1.01780, 3.38663], [4.09681, -0.38559, 2.95545], [2.36549, -2.14268, 2.45690], [2.83454, -1.47434, 4.83099], [-3.56483, 0.26492, 3.41298], [-3.11818, 0.81512, 1.80898], [-2.28013, 1.47420, 3.23331], [-2.95063, -2.27991, 2.77403], [-1.46829, -2.51309, 1.85821], [-2.82080, -1.58202, 1.16324], [-1.85570, -1.16733, 4.73726], [-0.61305, 0.05432, 4.48519], [-0.32719, -1.62728, 3.98060], [-0.10804, 4.79245, 2.63946], [0.09470, 5.22436, 4.33758], [-1.22144, 4.14900, 3.86782], [2.22318, 3.89405, 2.45382], [2.80891, 2.67044, 3.61173], [2.55715, 4.32851, 4.12955], [-0.41912, 2.42480, 5.50985], [0.96833, 3.39895, 5.98967], [1.22868, 1.76446, 5.37951], [4.04275, -0.02141, 1.92860], [4.89531, -1.12596, 3.00765], [4.36100, 0.43926, 3.61700], [2.35976, -1.81101, 1.41752], [1.38004, -2.52656, 2.73438], [3.07241, -2.96886, 2.53445], [3.07566, -0.64084, 5.48965], [3.60460, -2.23636, 4.95053], [1.88148, -1.90350, 5.14090]],
  "forces_ev_per_angstrom": [[0.6, 0.3, -0.5], [0.0, -0.2, 0.0], [-0.1, 0.0, -0.1], [-0.1, 0.1, 0.1], [0.0, 0.0, 0.0], [0.0, -0.1, 0.1], [-0.3, -0.3, -0.2], [-0.2, 0.3, 0.1], [0.1, -0.1, 0.0], [-0.1, 0.0, 0.1], [-0.1, 0.0, 0.0], [0.0, 0.0, 0.0], [0.0, 0.0, 0.0], [0.0, 0.0, 0.0], [0.0, 0.0, 0.0], [0.1, -0.1, -0.1], [0.0, 0.0, 0.0], [0.0, 0.0, 0.0], [0.0, 0.0, 0.0], [0.0, 0.0, 0.0], [0.0, 0.0, 0.0], [0.0, 0.0, 0.0], [0.0, 0.0, 0.0], [0.0, 0.0, 0.0], [0.0, 0.0, 0.0], [0.0, 0.0, -0.1], [0.0, 0.0, 0.0], [0.0, 0.0, 0.0], [-0.1, 0.0, 0.0], [0.3, 0.2, -0.2], [0.0, -0.1, 0.0], [-0.1, -0.1, 0.1], [0.1, 0.0, 0.4], [-0.4, -0.2, 0.0], [0.0, 0.0, 0.0], [0.0, 0.0, 0.1], [0.0, -0.1, -0.1], [0.0, 0.0, 0.0], [0.0, 0.0, 0.0], [0.0, 0.0, 0.1], [0.1, -0.1, 0.1], [-0.1, 0.1, 0.0], [0.0, -0.1, 0.0], [0.0, 0.0, 0.0], [0.0, 0.0, 0.0], [0.0, 0.0, 0.0], [0.0, 0.0, 0.0], [0.0, 0.0, 0.0], [0.0, 0.0, 0.0], [0.0, 0.0, 0.0], [0.0, 0.0, 0.0], [0.0, 0.0, 0.0], [0.0, 0.0, 0.0], [0.0, 0.0, 0.0], [0.0, 0.0, 0.0], [0.0, 0.0, 0.0], [0.0, 0.0, 0.0], [0.0, 0.0, 0.0], [0.0, 0.0, 0.0], [0.0, 0.0, 0.0], [0.0, 0.0, 0.0], [0.0, 0.0, 0.0], [0.0, 0.0, 0.0], [0.0, 0.0, 0.0], [0.0, 0.0, 0.0], [0.0, 0.0, 0.0], [0.0, 0.0, 0.0], [0.0, 0.0, 0.0], [0.0, 0.0, 0.0], [0.0, 0.0, 0.0], [0.0, 0.0, 0.0], [0.0, 0.0, 0.0]],
  "lowdin_charge": [0.85, -0.04, -0.35, -0.02, -0.13, -0.14, -0.08, -0.13, -0.09, -0.01, -0.20, 0.16, 0.13, -0.18, 0.16, -0.13, 0.14, 0.12, 0.09, 0.08, 0.12, 0.08, 0.10, 0.12, 0.15, 0.14, 0.14, 0.16, 0.01, -0.48, -0.01, 0.00, -0.33, -0.03, 0.57, -0.15, -0.59, -0.01, -0.02, -0.01, -0.14, -0.59, -0.01, -0.02, -0.01, 0.12, 0.08, 0.09, 0.12, 0.10, 0.08, 0.12, 0.08, 0.09, 0.09, 0.11, 0.09, 0.10, 0.08, 0.11, 0.09, 0.11, 0.08, 0.07, 0.11, 0.10, 0.06, 0.08, 0.11, 0.10, 0.11, 0.09],
  "s2": 0.884,
  "total_charge": 2,
  "spin_multiplicity": 2,
  "orbital_gap_ha": [0.2495, 0.2983]
}



No. 3
{
  "formula": "C4H7NO2",
  "method": "ωB97M-V with the def2-TZVPD basis set",
  "symbols": ["C", "C", "O", "C", "C", "N", "O", "H", "H", "H", "H", "H", "H", "H"],
  "xyz": [[0.67493, 0.24582, 1.95158], [-0.14213, -0.12683, 0.73993], [-0.76230, 1.06205, 0.18711], [-1.44426, 0.70857, -0.87785], [0.35413, -0.39016, -1.59299], [0.26985, -1.25063, -2.50889], [0.68918, -0.65345, -0.26912], [1.17183, -0.64472, 2.34675], [0.02821, 0.66006, 2.73127], [1.43521, 0.98389, 1.68347], [-0.94302, -0.84026, 0.97033], [0.41978, 0.67022, -1.87310], [-1.61449, 1.64675, -1.44797], [0.30076, -2.18890, -2.11344]],
  "forces_ev_per_angstrom": [[0.0, 0.0, 0.0], [0.0, 0.0, 0.2], [-0.1, -0.1, -0.3], [-0.4, 0.4, 0.4], [0.4, -0.3, -0.5], [0.2, 0.1, 0.4], [0.0, -0.1, -0.1], [-0.1, 0.1, -0.1], [0.1, -0.1, -0.2], [-0.1, -0.1, 0.0], [0.1, 0.1, -0.1], [0.0, -0.2, 0.1], [-0.1, 0.1, 0.3], [0.0, -0.1, 0.0]],
  "nbo_charge": [-0.65, 0.38, -0.50, 0.09, 0.36, -0.63, -0.55, 0.23, 0.23, 0.23, 0.17, 0.17, 0.11, 0.34],
  "total_charge": 0,
  "orbital_gap_ha": 0.3221
}



No. 4
{
  "formula": "C4H3NO3",
  "method": "ωB97M-V with the def2-TZVPD basis set",
  "symbols": ["C", "C", "C", "C", "H", "H", "H", "N", "O", "O", "O"],
  "xyz": [[-1.05291, 0.37103, 0.38023], [0.18459, -0.50531, -0.96762], [1.83291, 0.02906, 0.26625], [0.23718, 0.23903, 0.19971], [-2.86705, 0.61529, 0.83373], [2.64328, 0.87994, 0.14504], [2.03716, -0.65452, 1.14286], [-0.88871, -1.14500, -1.37160], [-1.89744, 1.08997, 1.06852], [-1.82594, -0.17720, -0.65073], [1.59694, -0.74231, -1.04639]],
  "forces_ev_per_angstrom": [[-3.8, 1.4, -1.1], [3.2, -3.6, -0.1], [-1.5, 0.0, -0.5], [2.3, 1.2, 0.0], [3.6, 2.1, 1.0], [-2.1, -1.7, 0.1], [0.2, 0.6, -1.3], [0.4, 3.1, -0.2], [-3.8, -1.1, 1.1], [2.3, -2.4, 0.4], [-0.7, 0.3, 0.6]],
  "nbo_charge": [0.64, 0.48, -0.05, -0.34, 0.52, 0.23, 0.21, -0.17, -0.64, -0.39, -0.49],
  "total_charge": 0,
  "orbital_gap_ha": 0.3648
}



No. 5
{
  "formula": "C23H25F2N3O4",
  "method": "ωB97M-V with the def2-TZVPD basis set",
  "symbols": ["C", "C", "C", "C", "C", "C", "C", "N", "C", "O", "O", "C", "C", "O", "N", "C", "C", "C", "C", "O", "C", "F", "F", "C", "C", "C", "C", "N", "C", "C", "C", "C", "H", "H", "H", "H", "H", "H", "H", "H", "H", "H", "H", "H", "H", "H", "H", "H", "H", "H", "H", "H", "H", "H", "H", "H", "H"],
  "xyz": [[-3.21379, -2.45566, -1.75955], [-2.89303, -1.28334, -0.90265], [-1.90104, -0.36716, -1.06483], [-1.97341, 0.54854, 0.02692], [-1.13870, 1.65248, 0.30677], [-0.01052, 2.03674, -0.35683], [0.57432, 1.36188, -1.43937], [1.14845, 0.83306, -2.28431], [0.77865, 3.16519, 0.16770], [0.56934, 3.74011, 1.20591], [1.80630, 3.45029, -0.66668], [2.89211, 4.20788, -0.16260], [4.11166, 3.30263, 0.09258], [5.03136, 3.66798, 0.78701], [4.00659, 2.11315, -0.54527], [4.82027, 0.98219, -0.45562], [4.41372, -0.15591, -1.15404], [5.15551, -1.31433, -1.08138], [6.31053, -1.34941, -0.30907], [6.97680, -2.58694, -0.30179], [8.04087, -2.78340, 0.47304], [9.08855, -1.96920, 0.17767], [7.79634, -2.57083, 1.79282], [6.72669, -0.22447, 0.38094], [5.98185, 0.94120, 0.30498], [-3.04422, 0.12380, 0.82528], [-3.52771, 0.71558, 2.09914], [-3.58415, -0.97721, 0.25486], [-4.70329, -1.72470, 0.76795], [-6.05057, -1.00283, 0.59319], [-6.36024, -0.76780, -0.88202], [-7.15195, -1.82820, 1.25245], [-2.53552, -2.46096, -2.60792], [-3.08314, -3.39111, -1.21411], [-4.23484, -2.41330, -2.13572], [-1.19646, -0.33408, -1.86940], [-1.39725, 2.27088, 1.15813], [3.15446, 4.96568, -0.90599], [2.61318, 4.70136, 0.77410], [3.18246, 1.98895, -1.12476], [3.50956, -0.12735, -1.74498], [4.85490, -2.20342, -1.61101], [8.37854, -3.82535, 0.35257], [7.62025, -0.22817, 0.98366], [6.29936, 1.81874, 0.84285], [-3.93822, -0.04560, 2.75905], [-4.30357, 1.46017, 1.91377], [-2.70886, 1.21045, 2.61474], [-4.74176, -2.68317, 0.24835], [-4.53921, -1.92626, 1.83204], [-5.99337, -0.03198, 1.09336], [-6.48690, -1.71567, -1.40133], [-7.28176, -0.20047, -0.98582], [-5.56063, -0.20756, -1.36168], [-6.95075, -1.96910, 2.31207], [-7.22714, -2.80723, 0.78394], [-8.11068, -1.32677, 1.15091]],
  "forces_ev_per_angstrom": [[-0.1, 0.0, 0.1], [0.4, 0.0, -0.5], [-0.2, -0.1, 0.1], [-0.5, -0.4, 0.0], [0.5, 0.2, -0.1], [-0.6, 0.4, 0.9], [0.2, -0.5, -0.6], [0.0, -0.1, -0.2], [0.0, 0.2, 0.4], [0.0, -0.1, -0.2], [-0.3, 0.0, -0.2], [0.3, 0.4, 0.5], [-0.5, 0.1, -0.2], [0.2, 0.2, 0.2], [-0.4, -0.1, -0.4], [0.4, -0.3, 0.1], [0.1, 0.1, 0.1], [0.3, -0.1, 0.2], [-0.1, 0.0, 0.0], [-0.7, 0.5, -0.4], [1.0, -1.0, 0.5], [0.0, 0.2, -0.3], [-0.3, 0.1, 0.2], [0.1, -0.2, 0.0], [-0.1, 0.1, 0.0], [0.5, 0.4, 0.0], [-0.1, 0.0, 0.0], [0.3, 0.2, 0.0], [-0.6, 0.1, 0.3], [0.0, -0.3, -0.1], [0.1, 0.1, 0.3], [0.2, 0.2, 0.0], [0.0, 0.0, 0.0], [0.0, -0.1, 0.0], [-0.1, -0.1, -0.1], [0.1, -0.1, -0.2], [0.1, 0.1, 0.0], [0.0, -0.1, 0.1], [0.1, -0.1, -0.2], [0.1, 0.1, 0.2], [-0.1, 0.0, -0.1], [-0.1, -0.1, -0.1], [-0.2, 0.4, 0.0], [0.0, 0.0, 0.0], [0.0, 0.0, 0.0], [0.0, 0.0, 0.1], [-0.1, 0.0, 0.1], [0.0, 0.0, 0.1], [0.0, 0.0, 0.1], [0.0, -0.1, -0.1], [0.1, 0.0, 0.0], [0.0, -0.1, -0.1], [-0.1, 0.1, -0.1], [0.1, 0.1, -0.1], [0.0, -0.1, 0.1], [0.0, -0.1, -0.1], [-0.1, 0.0, 0.0]],
  "nbo_charge": [-0.65, 0.16, -0.27, -0.14, 0.00, -0.37, 0.32, -0.37, 0.80, -0.59, -0.52, -0.17, 0.66, -0.60, -0.61, 0.13, -0.22, -0.23, 0.24, -0.50, 0.79, -0.35, -0.35, -0.21, -0.23, 0.24, -0.66, -0.33, -0.21, -0.22, -0.61, -0.60, 0.24, 0.22, 0.22, 0.24, 0.23, 0.22, 0.24, 0.43, 0.23, 0.23, 0.13, 0.23, 0.25, 0.22, 0.23, 0.24, 0.22, 0.21, 0.20, 0.20, 0.22, 0.22, 0.21, 0.20, 0.22],
  "smiles": "Cc1cc(/C=C(\\C#N)C(=O)OCC(=O)Nc2ccc(OC(F)F)cc2)c(C)n1CC(C)C",
  "total_charge": 0,
  "orbital_gap_ha": 0.2834
}



F_max across the listed records, respectively: 0.94, 0.77, 0.69, 4.80, 1.48 eV/Å.
ΔE to the lowest compared entry with this formula, charge and spin across the listed records, respectively: 0.00, 6.67, 113.19, 145.49, 2.64 kcal/mol.